(1)
Formula: C10H21NO7
Source: OMol25
Level of theory: ωB97M-V/def2-TZVPD

Calculated values
* maximum force: 17.46 eV/A
* charge: 0
* E: -26520.3577 eV
* HOMO energy: -0.3402 hartree
* multiplicity: 1

Element x y z (Å)
O  -3.1934  -3.1518  -0.0860
H  -4.0938  -2.7616  -0.2595
C  -2.4849  -3.0173  -1.3089
C  -2.2206  -1.3580  -1.5192
N  -1.6161  -0.6959  -0.4661
H  -1.8112  -1.2955  0.5275
C  -0.2329  -0.2239  -0.1927
H  0.4576  -1.2316  -0.9172
C  0.4282  -0.4211  1.1106
H  0.2468  -1.3581  1.5487
C  1.8662  -0.0377  1.3077
O  2.7145  -0.8861  0.4013
H  3.4634  -0.6813  0.5595
C  2.3401  0.0583  2.6696
O  3.8226  0.1999  2.4629
H  3.9628  1.1616  2.1764
H  2.0661  -0.6884  3.0334
H  1.8837  1.0303  3.2097
C  1.7943  1.3554  0.5336
C  1.3361  1.4808  -0.7770
O  1.5515  2.7074  -1.5516
H  0.7568  3.2817  -0.9830
C  -0.0812  0.8704  -0.8502
O  -0.9351  1.9461  -0.1548
H  -1.5754  1.1519  -0.1766
H  -0.4370  0.7876  -2.0393
H  1.9798  0.9300  -1.5737
O  3.1549  1.8830  0.6589
H  3.2337  2.7644  -0.0555
H  1.0897  2.2160  1.1444
H  -0.2371  0.1880  1.7751
C  -3.4372  -0.6825  -1.8833
O  -4.4760  -0.8147  -0.6974
H  -4.0387  -0.2803  -0.0262
H  -3.9711  -1.0544  -2.6775
H  -3.3537  0.2379  -1.8745
H  -1.4423  -1.2676  -2.4390
H  -1.5202  -3.2510  -0.9513
H  -2.8408  -3.3031  -2.1466

Forces on the atoms, in the same order (eV/Å):
-1.970 -0.152 -1.144
1.103 -0.294 0.598
3.177 6.599 7.375
3.036 -3.199 -3.801
-0.407 -0.989 9.336
-0.086 1.858 -3.480
1.427 -14.221 -1.711
-1.253 2.974 1.466
-2.495 0.597 2.981
-0.242 -1.913 -0.061
-1.553 1.851 -6.974
-17.054 -3.487 -1.368
15.561 4.218 3.372
5.652 14.104 -5.065
-1.293 1.026 1.444
-0.493 -1.934 0.388
-3.112 -11.829 6.933
0.980 -2.308 -1.126
2.579 4.297 6.103
0.654 -3.258 -7.855
-4.865 2.420 5.229
3.165 -1.313 -2.816
2.333 11.831 -7.667
-0.501 -3.528 -1.412
-1.173 2.496 0.933
0.889 0.390 3.095
-0.802 -0.647 2.003
-0.107 3.887 -3.447
-0.517 -3.845 2.967
1.518 -2.537 -0.964
0.934 0.210 0.231
-3.522 -6.651 3.593
1.338 -0.082 -1.786
-0.146 -0.045 0.282
-0.984 -0.911 -2.011
1.152 8.976 -0.810
-1.667 -0.362 1.515
1.343 -1.353 -0.840
-2.600 -2.875 -5.506


(2)
Formula: C28H39N7O8PPt
Source: OMol25
Level of theory: ωB97M-V/def2-TZVPD

Calculated values
* maximum force: 1.73 eV/A
* charge: +1
* E: -69005.1724 eV
* HOMO energy: -0.4052 hartree
* energy relative to the best compared isomer or geometry (same formula, charge and spin): 43.0 kcal per mole
* multiplicity: 1

Element x y z (Å)
Pt  -0.7004  0.5997  0.2072
C  -1.8927  -0.1542  -2.4772
N  -2.2606  -0.2965  -1.0594
C  -2.4373  -1.7193  -0.7027
C  -3.4957  0.4344  -0.7160
C  -3.5532  0.5058  0.7737
C  -4.7322  0.6536  1.4946
C  -4.6946  0.7185  2.8790
C  -3.4804  0.6064  3.5443
C  -2.3005  0.4669  2.8236
C  -2.3413  0.4185  1.4400
H  -2.6366  -0.6671  -3.0933
H  -0.9132  -0.5843  -2.6399
H  -1.8435  0.8959  -2.7490
H  -3.1944  -2.1537  -1.3604
H  -2.7596  -1.8143  0.3304
H  -1.5036  -2.2419  -0.8402
H  -4.3789  -0.0654  -1.1252
H  -3.4370  1.4173  -1.1769
H  -5.6773  0.7271  0.9693
H  -5.6119  0.8494  3.4372
H  -3.4494  0.6276  4.6259
H  -1.3565  0.3951  3.3517
O  1.6646  3.2804  1.2666
C  1.6287  2.2294  0.6798
O  0.9874  1.1239  1.1515
C  2.3712  1.9903  -0.5817
C  3.7180  2.2585  -0.6323
C  4.4505  1.8230  -1.7271
C  3.8517  1.1030  -2.7342
C  2.4896  0.8638  -2.6877
C  1.6630  1.3670  -1.6427
O  0.3725  1.2663  -1.6072
N  1.9670  -0.0421  -3.7104
O  0.7736  -0.0494  -3.9469
O  2.7669  -0.7820  -4.2577
N  5.8990  2.0493  -1.7650
O  6.4021  2.5941  -0.8027
O  6.5009  1.6657  -2.7469
H  4.2139  2.7839  0.1725
H  4.4375  0.7210  -3.5569
C  -2.4691  6.3902  2.0602
C  -2.0466  5.0254  1.6131
C  -1.2103  4.2314  2.3792
C  -0.8380  2.9771  1.9368
N  -1.2414  2.5087  0.7498
C  -2.0572  3.2629  -0.0081
C  -2.4807  4.5013  0.3930
H  -2.1311  6.5966  3.0730
H  -3.5540  6.4900  2.0203
H  -2.0441  7.1460  1.3974
H  -0.8235  4.5803  3.3264
H  -0.2083  2.3424  2.5323
H  -2.3520  2.8535  -0.9590
H  -3.1463  5.0633  -0.2484
C  -0.0867  -2.3207  2.4076
N  0.5158  -3.1059  1.3371
C  1.1718  -4.3246  1.8054
P  0.9865  -2.4662  -0.1032
O  0.3370  -1.1072  -0.3394
N  0.6147  -3.6121  -1.2166
C  0.9438  -3.3241  -2.6203
C  -0.4704  -4.5775  -1.0688
N  2.6043  -2.3008  -0.2683
C  3.2699  -1.1402  0.3214
C  3.5112  -3.4042  -0.5723
H  -0.9458  -2.8548  2.8219
H  -0.4278  -1.3630  2.0341
H  0.6289  -2.1461  3.2165
H  0.4453  -4.9492  2.3289
H  1.9863  -4.0964  2.4989
H  1.5702  -4.8929  0.9674
H  1.8071  -2.6668  -2.6851
H  0.1071  -2.8448  -3.1362
H  1.1789  -4.2572  -3.1336
H  -0.7903  -4.6445  -0.0330
H  -0.1275  -5.5596  -1.3991
H  -1.3315  -4.3015  -1.6847
H  2.5380  -0.4106  0.6526
H  3.9236  -0.6682  -0.4157
H  3.8792  -1.4429  1.1780
H  2.9572  -4.2689  -0.9261
H  4.0883  -3.6853  0.3125
H  4.2104  -3.0986  -1.3535

Forces on the atoms, in the same order (eV/Å):
0.009 0.695 -1.588
-0.161 -0.169 -0.200
0.544 0.896 0.820
-0.062 -0.229 -0.163
-0.383 -0.099 -0.039
-0.162 0.062 -0.008
0.065 0.005 -0.014
0.008 -0.012 0.035
-0.065 -0.019 -0.032
0.013 -0.209 0.029
0.749 -0.520 0.957
-0.050 0.039 0.041
0.028 -0.019 0.003
0.041 0.019 0.029
-0.034 0.074 -0.005
0.021 0.018 -0.011
-0.044 -0.003 -0.105
0.092 -0.074 -0.113
-0.113 -0.060 -0.046
0.001 -0.025 0.008
0.012 -0.033 0.006
0.004 0.031 -0.010
0.002 0.018 -0.012
0.107 -0.268 0.314
0.097 0.193 -0.321
-0.358 0.296 0.452
-0.083 -0.129 0.025
0.054 0.100 0.012
-0.065 -0.003 0.017
0.079 -0.016 -0.097
-0.150 0.024 0.067
-0.007 -0.306 -0.168
0.302 -0.152 0.429
0.012 -0.004 -0.074
0.011 0.090 0.005
-0.039 0.018 0.059
0.002 0.018 -0.046
-0.025 0.000 -0.038
-0.023 0.018 0.036
-0.027 -0.049 0.046
0.017 -0.033 0.024
0.044 -0.036 -0.015
-0.051 0.072 0.058
0.018 -0.052 -0.077
-0.258 0.177 0.083
-0.318 -0.241 -0.500
0.215 0.053 -0.099
-0.007 0.043 -0.033
-0.019 0.009 0.001
0.005 0.006 -0.002
-0.015 -0.003 -0.003
-0.029 -0.029 0.017
-0.005 -0.057 -0.018
0.142 0.081 -0.068
0.041 0.009 -0.022
-0.018 -0.113 0.012
-0.092 0.224 0.055
-0.023 0.006 0.007
0.208 -0.161 0.089
-0.252 -0.341 0.441
-0.275 0.243 -0.153
0.064 -0.083 0.047
0.051 -0.047 -0.021
0.026 0.134 0.053
0.065 -0.025 -0.012
-0.014 0.042 -0.102
0.008 0.001 0.007
-0.003 0.006 -0.009
0.023 0.023 -0.027
-0.002 -0.013 -0.022
0.020 0.014 -0.028
0.008 -0.019 0.012
0.019 -0.011 -0.020
-0.022 -0.016 0.016
0.016 0.007 0.003
0.004 -0.009 0.007
0.000 -0.009 0.009
0.017 0.002 -0.011
-0.004 -0.009 0.003
-0.004 -0.034 -0.005
-0.013 -0.022 -0.003
0.026 -0.011 -0.008
-0.020 -0.006 0.011
0.005 0.015 0.005


Number 1: orbital gap 9.69 eV. Number 2: orbital gap 7.17 eV.